1.
Here is C35H51N6O6P2S2TeW as an isolated structure from the Open Molecules 2025 dataset. Energies are from ωB97M-V/def2-TZVPD.

Positions of all 104 atoms, in Å:
W1 1.4624 0.2919 0.0447
C1 5.6294 3.7870 2.7980
C2 5.6653 2.3798 2.2717
O1 5.0501 2.2480 0.9157
P1 3.5884 2.5253 0.5067
S1 2.2349 1.7623 1.8293
S2 3.2100 1.4137 -1.1788
O2 3.3063 4.0316 0.3037
C3 4.2569 5.0206 -0.2909
C4 4.3744 4.8415 -1.7790
H1 6.0876 3.7839 3.7881
H2 4.6113 4.1639 2.9109
H3 6.2103 4.4665 2.1769
H4 5.1280 1.6800 2.9107
H5 6.6760 2.0209 2.1068
H6 5.2073 4.8960 0.2201
H7 3.8167 5.9722 -0.0113
H8 4.8501 3.8954 -2.0417
H9 5.0062 5.6401 -2.1695
H10 3.4036 4.9121 -2.2683
C5 -0.6014 -4.3901 -2.3089
C6 -0.2001 -2.9408 -2.3797
O3 1.1278 -2.8098 -1.7739
P2 1.9795 -1.4862 -1.7273
O4 1.9232 -0.7825 -3.1213
C7 2.1297 -1.3941 -4.4543
C8 1.2234 -0.7088 -5.4383
O5 3.3892 -1.9737 -1.2946
C9 4.0847 -3.2663 -1.5207
C10 4.5570 -3.4247 -2.9386
H11 -1.5930 -4.5126 -2.7452
H12 -0.6315 -4.7497 -1.2799
H13 0.0935 -5.0084 -2.8758
H14 -0.8856 -2.2953 -1.8244
H15 -0.1400 -2.5857 -3.4086
H16 1.9276 -2.4619 -4.3789
H17 3.1803 -1.2449 -4.6929
H18 0.1734 -0.8520 -5.1798
H19 1.3861 -1.1369 -6.4276
H20 1.4445 0.3563 -5.4936
H21 3.3970 -4.0531 -1.2163
H22 4.9157 -3.2156 -0.8234
H23 3.7316 -3.5783 -3.6324
H24 5.1898 -4.3116 -2.9904
H25 5.1567 -2.5716 -3.2548
Te1 -2.6497 3.0985 0.5568
C11 -4.2526 1.7824 0.7664
C12 -5.5488 2.1402 0.3990
C13 -6.5671 1.2170 0.5922
C14 -6.2874 -0.0279 1.1437
C15 -4.9910 -0.3666 1.5182
C16 -3.9595 0.5417 1.3397
C17 -3.5257 4.8523 -0.1431
C18 -3.2910 5.9721 0.6533
C19 -3.8781 7.1754 0.2869
C20 -4.6618 7.2459 -0.8562
C21 -4.8757 6.1184 -1.6464
C22 -4.3118 4.9045 -1.2941
H26 -5.7759 3.1217 0.0045
H27 -7.5827 1.4790 0.3272
H28 -7.0921 -0.7341 1.3002
H29 -4.7907 -1.3288 1.9705
H30 -2.9547 0.2963 1.6658
H31 -2.6751 5.9237 1.5435
H32 -3.7197 8.0549 0.8960
H33 -5.1136 8.1875 -1.1387
H34 -5.4895 6.1874 -2.5345
H35 -4.5006 4.0295 -1.9043
C23 -0.5870 -2.4159 1.1305
C24 0.8426 -2.4201 1.5352
N1 1.6748 -1.3795 1.3318
C25 2.9035 -1.7054 1.9002
C26 2.7992 -2.9378 2.4321
N2 1.5058 -3.3712 2.1998
C27 1.0862 -4.7611 2.5641
N3 -0.3074 -4.9645 2.5032
N4 -0.8645 -5.3704 1.3206
N5 -2.1194 -5.4801 1.4662
C28 -2.4502 -5.1658 2.7739
C29 -3.6888 -5.1879 3.4252
C30 -3.6950 -4.8432 4.7556
C31 -2.5078 -4.4886 5.4334
C32 -1.2809 -4.4703 4.8074
C33 -1.2850 -4.8252 3.4564
H36 -0.8202 -1.4671 0.6475
H37 -1.2324 -2.5295 2.0036
H38 -0.8129 -3.2327 0.4475
H39 3.7468 -1.0368 1.8809
H40 3.5175 -3.5417 2.9610
H41 1.4587 -4.9500 3.5692
H42 1.5661 -5.4368 1.8585
H43 -4.5856 -5.4948 2.9048
H44 -4.6223 -4.8669 5.3112
H45 -2.5637 -4.2451 6.4859
H46 -0.3765 -4.2279 5.3497
C34 -1.1555 3.1990 -2.2436
C35 -2.1414 2.4346 -1.4475
N6 -2.9140 1.5605 -1.9742
O6 -0.0973 0.8267 -0.3304
H47 -1.6720 3.6956 -3.0704
H48 -0.4130 2.5157 -2.6649
H49 -0.6426 3.9507 -1.6484
H50 -2.8698 1.3330 -2.9664
H51 -3.6360 1.0954 -1.4188

As for the strongest force on any atom: 0.777 eV/A. As for the spin multiplicity: 2. The charge is +4. Its frontier orbital gap (spin up / spin down) is 0.2118 / 0.1996 Eh.


2.
Here is C35H52AlP3SbSe as an isolated structure at a distorted geometry from the Open Molecules 2025 dataset. Energies are from ωB97M-V/def2-TZVPD.

Positions of all 93 atoms, in Å:
Al1 -0.2421 -1.4756 -0.8951
P1 0.4658 3.8747 0.3344
P2 -2.3396 0.3591 -1.1422
P3 2.0479 -0.1894 -1.6560
H1 -1.3051 -1.9275 -3.1957
C1 -0.3738 -2.1524 -2.6679
C2 -0.3678 -3.3078 -1.7358
H2 -1.2266 -3.9880 -1.7113
C3 0.8931 5.6177 0.2163
C4 -0.9636 3.6634 1.4158
C5 1.7844 2.9283 1.1165
C6 -3.4794 -0.3289 -2.4055
C7 -3.4723 0.2929 0.3174
C8 -2.7816 2.1314 -1.5076
C9 2.8247 -1.1061 -3.0508
C10 3.1670 -0.7157 -0.2897
C11 2.9241 1.3971 -1.9799
H3 0.5142 -1.9392 -3.2966
H4 0.5187 -3.9307 -1.6924
H5 0.8934 6.0558 1.2315
H6 0.1549 6.1129 -0.4221
H7 1.8742 5.7123 -0.2602
H8 -0.9817 4.4960 2.1250
H9 -0.8724 2.7238 1.9798
H10 -1.8974 3.6734 0.8416
H11 1.9963 3.3619 2.0992
H12 2.7008 2.9508 0.5198
H13 1.4536 1.8930 1.2547
H14 -4.4895 0.0683 -2.2492
H15 -3.5031 -1.4186 -2.3374
H16 -3.1286 -0.0404 -3.4027
H17 -4.4539 0.7016 0.0282
H18 -3.0699 0.9137 1.1306
H19 -3.6081 -0.7322 0.6762
H20 -3.8611 2.3117 -1.3643
H21 -2.5280 2.3940 -2.5491
H22 -2.2290 2.8051 -0.8387
H23 3.9133 -0.9488 -3.0422
H24 2.4113 -0.7312 -3.9964
H25 2.6088 -2.1764 -2.9636
H26 4.1910 -0.7784 -0.6778
H27 2.8651 -1.6888 0.1119
H28 3.1254 0.0215 0.5230
H29 4.0038 1.2058 -2.0797
H30 2.7775 2.1019 -1.1589
H31 2.5523 1.8617 -2.8992
C12 0.4017 1.9046 -4.9562
C13 0.1215 0.5974 -5.4437
C14 0.6640 0.1609 -6.6678
C15 1.4434 1.0208 -7.4519
C16 1.6847 2.3390 -7.0010
C17 1.2152 2.7424 -5.7616
Se1 -0.0865 2.8212 -3.4474
H32 0.2261 3.5017 -1.0583
H33 -0.5103 -0.0585 -4.8504
H34 0.5055 -0.8717 -7.0134
H35 1.8788 0.6928 -8.4011
H36 2.2666 3.0473 -7.5974
H37 1.4560 3.7341 -5.3784
C18 -1.9433 1.4350 5.9146
C19 -0.6111 1.5929 5.5212
C20 -0.1544 0.9988 4.3365
C21 -1.0110 0.1808 3.5929
C22 -2.3470 0.0358 3.9753
C23 -2.8182 0.6763 5.1303
Sb1 -0.2283 -0.9464 1.8295
C24 1.5696 -1.9638 2.5173
C25 1.8079 -3.2813 2.1097
C26 2.9864 -3.9288 2.5064
C27 3.9154 -3.2559 3.3111
C28 3.6813 -1.9275 3.6948
C29 2.5129 -1.2789 3.2858
C30 -1.5515 -2.6516 2.2112
C31 -1.4560 -3.3013 3.4420
C32 -2.2602 -4.4174 3.7010
C33 -3.2284 -4.8133 2.7711
C34 -3.3565 -4.1265 1.5585
C35 -2.4703 -3.0852 1.2546
H38 -2.3043 1.9066 6.8299
H39 0.0725 2.1779 6.1363
H40 0.8819 1.1655 4.0345
H41 -3.0392 -0.5764 3.3897
H42 -3.8557 0.5409 5.4342
H43 1.0787 -3.8206 1.4930
H44 3.1621 -4.9627 2.1965
H45 4.8210 -3.7669 3.6387
H46 4.3930 -1.4022 4.3320
H47 2.3505 -0.2380 3.5681
H48 -0.7310 -2.9735 4.1853
H49 -2.1432 -4.9664 4.6353
H50 -3.8728 -5.6671 2.9718
H51 -4.0981 -4.4119 0.8137
H52 -2.5064 -2.6328 0.2515

As for the strongest force on any atom: 3.474 eV/A. The charge is +3. Its frontier orbital gap (spin up / spin down) is 0.2104 / 0.2335 Eh.


Energy above the lowest of the compared OMol25 structures with the same formula, charge and spin for the records above, in order: 17.3 54.6 kJ/mol